Record 1
The following is a quantum chemistry calculation of an isolated ion of composition C8H9N6O and charge +1, from the Open Molecules 2025 dataset.

Computed properties:
DFT total energy   -713.68134 a.u.
Strongest force on any atom   4.93 eV Å⁻¹
Energy relative to the best compared isomer or geometry (same formula, charge and spin)   23.35 kcal/mol
Total charge   +1
Frontier orbital gap   7.52 eV
LUMO level   -0.160 Ha

Each line ends with the Löwdin charge.
Element x y z (Å)
1 C -0.6728 3.2460 1.9329  -0.174
2 C -2.5871 0.4413 1.2064  -0.071
3 C -1.2503 2.1125 1.4297  -0.240
4 C -0.4955 1.1418 0.7780  -0.156
5 C 0.5532 -1.4253 -1.8396  -0.440
6 C 1.7831 -0.0232 0.7119  -0.161
7 C 1.2848 -1.3514 0.3576  0.030
8 C -0.9037 -1.0333 0.0399  -0.062
9 N -0.0496 4.1800 2.1738  0.187
10 N -2.5113 1.6327 1.6663  0.149
11 N -1.3469 0.0807 0.5863  -0.016
12 N 0.8593 1.0693 0.4114  0.077
13 N -0.6437 -1.0106 -1.3782  0.183
14 N 0.8150 -1.5344 -3.1149  0.274
15 O 1.4528 -1.7769 -1.0382  0.118
16 H -3.2742 -0.3901 1.2337  0.136
17 H 2.1282 -0.0728 1.7982  0.164
18 H 2.6383 0.3300 0.1698  0.134
19 H 1.6489 -2.0894 1.0103  0.120
20 H -1.3990 -1.8698 0.5020  0.150
21 H 1.4775 1.8295 0.4955  0.120
22 H -1.2739 -0.5404 -1.9859  0.167
23 H 0.0096 -1.3448 -3.7207  0.162
24 H 1.7575 -1.6015 -3.4262  0.148



Record 2
The following is a quantum chemistry calculation of a 6-piece molecular cluster, C49H63B2N2O10 overall, from the Open Molecules 2025 dataset.

Computed properties:
DFT total energy   -2816.67447 a.u.
Strongest force on any atom   2.17 eV Å⁻¹
Total charge   -1
Frontier orbital gap   6.66 eV
LUMO level   0.075 Ha

Each line ends with the Löwdin charge.
Element x y z (Å)
1 C 1.8582 3.7630 4.1611  0.118
2 C 1.9952 4.2691 3.0835  -0.097
3 C 2.5242 4.6339 1.8021  -0.116
4 C 2.4033 3.5894 0.7079  -0.370
5 C 2.9532 2.2705 1.1992  -0.060
6 C 4.2792 2.3131 1.9070  -0.132
7 O 4.8584 0.9941 1.9662  0.028
8 C 5.5410 0.6699 0.8746  -0.567
9 C 5.1264 -0.6031 0.2754  0.040
10 O 6.4160 1.3557 0.4286  0.117
11 O 1.0473 3.3585 0.4431  0.067
12 B 0.9569 2.7320 -0.9245  -0.729
13 O 0.0519 3.4363 -1.8766  0.008
14 C -0.8134 4.3974 -1.4279  -0.240
15 C -1.9875 3.8127 -0.7200  -0.179
16 O -2.4891 2.7710 -1.5427  -0.124
17 C -3.8516 2.8192 -1.7797  -0.296
18 C -4.7148 2.7039 -0.5481  -0.069
19 B 0.4728 1.0476 -0.9785  -0.410
20 N -0.2069 0.3390 0.1559  0.126
21 O 0.6444 0.2745 -2.1072  0.119
22 O 2.4100 2.8052 -1.3691  -0.013
23 C 2.9651 3.9125 -0.6993  -0.355
24 C 4.4276 3.6340 -0.9059  -0.056
25 C 5.4422 4.6839 -0.4378  -0.063
26 C 6.5373 4.9331 -1.4017  -0.554
27 O 6.8220 5.9829 -1.8740  0.132
28 O 7.2447 3.8355 -1.7128  0.119
29 N 2.3984 5.1051 -1.3564  0.037
30 C 2.2651 6.3222 -0.5620  -0.042
31 C 3.0271 5.3867 -2.5739  -0.496
32 C 2.7532 4.4595 -3.6841  0.031
33 O 3.7223 6.3542 -2.7259  0.101
34 H 1.5044 3.4818 5.0921  0.010
35 H 3.5472 4.8822 1.9873  0.129
36 H 2.0523 5.5398 1.5315  0.081
37 H 3.0561 1.6224 0.3618  0.118
38 H 2.2284 1.8192 1.8266  0.136
39 H 4.1696 2.6141 2.9218  0.115
40 H 4.9806 2.9774 1.4552  0.087
41 H 4.2183 -0.4545 -0.2660  0.091
42 H 5.8847 -0.9271 -0.3973  0.084
43 H 4.9390 -1.3491 1.0184  0.089
44 H -0.3503 5.1615 -0.8245  0.108
45 H -1.2237 4.8879 -2.2935  0.121
46 H -1.7210 3.4310 0.2440  0.125
47 H -2.7301 4.5873 -0.6482  0.120
48 H -4.0536 1.9792 -2.4059  0.107
49 H -4.1199 3.6932 -2.3517  0.111
50 H -5.2047 3.6270 -0.3225  0.063
51 H -4.1232 2.3900 0.2780  0.071
52 H -5.4771 1.9789 -0.7131  0.058
53 H -1.1874 0.2184 -0.0657  0.049
54 H 0.1929 -0.5769 0.3057  0.036
55 H 1.4266 0.5750 -2.5642  0.086
56 H 4.5896 3.3998 -1.9305  0.132
57 H 4.6453 2.7429 -0.3838  0.075
58 H 5.0309 5.6281 -0.1723  0.109
59 H 5.9302 4.3006 0.4401  0.112
60 H 7.0639 3.1607 -1.0560  0.081
61 H 1.4516 6.1896 0.1044  0.063
62 H 1.9975 7.1252 -1.2022  0.089
63 H 3.1446 6.6274 -0.0267  0.084
64 H 3.5628 4.5569 -4.3685  0.079
65 H 2.6885 3.4516 -3.3500  0.073
66 H 1.8530 4.7466 -4.1840  0.094
67 C 0.6709 -2.7466 -2.9808  -0.081
68 C 1.1612 -3.6166 -2.0170  -0.085
69 C 1.9431 -4.7016 -2.3882  -0.119
70 C 2.2432 -4.9183 -3.7258  -0.111
71 C 1.7574 -4.0484 -4.6910  -0.102
72 C 0.9708 -2.9670 -4.3180  -0.086
73 H 0.0699 -1.8994 -2.6902  0.086
74 H 0.9322 -3.4452 -0.9736  0.100
75 H 2.3193 -5.3798 -1.6323  0.090
76 H 2.8551 -5.7633 -4.0158  0.093
77 H 1.9924 -4.2135 -5.7342  0.096
78 H 0.5903 -2.2899 -5.0709  0.102
79 C 2.4850 -8.7314 -1.7906  -0.092
80 C 1.1768 -8.2781 -1.7110  -0.093
81 C 0.2069 -9.0624 -1.1063  -0.097
82 C 0.5431 -10.2985 -0.5744  -0.096
83 C 1.8525 -10.7508 -0.6509  -0.101
84 C 2.8227 -9.9687 -1.2615  -0.098
85 H 3.2414 -8.1195 -2.2641  0.098
86 H 0.9133 -7.3117 -2.1195  0.078
87 H -0.8139 -8.7077 -1.0510  0.098
88 H -0.2144 -10.9084 -0.1010  0.099
89 H 2.1173 -11.7135 -0.2350  0.097
90 H 3.8426 -10.3235 -1.3244  0.098
91 C -3.2595 1.0603 5.9649  -0.127
92 C -2.7237 0.5522 4.7835  -0.099
93 C -1.7595 1.2726 4.0813  -0.071
94 C -1.3356 2.5018 4.5663  -0.087
95 C -1.8760 3.0102 5.7396  -0.097
96 C -2.8355 2.2919 6.4385  -0.113
97 H -4.0035 0.4985 6.5146  0.098
98 H -3.0515 -0.4112 4.4137  0.098
99 H -1.3287 0.8801 3.1661  0.099
100 H -0.5769 3.0634 4.0296  0.077
101 H -1.5372 3.9665 6.1174  0.098
102 H -3.2486 2.6886 7.3573  0.096
103 C -7.6150 0.6277 4.9595  -0.092
104 C -8.8392 0.8732 5.5653  -0.104
105 C -9.0297 2.0360 6.2972  -0.106
106 C -7.9978 2.9558 6.4173  -0.100
107 C -6.7750 2.7107 5.8092  -0.089
108 C -6.5822 1.5454 5.0827  -0.092
109 H -7.4648 -0.2798 4.3899  0.100
110 H -9.6450 0.1581 5.4669  0.096
111 H -9.9824 2.2259 6.7735  0.096
112 H -8.1473 3.8647 6.9848  0.097
113 H -5.9685 3.4262 5.8995  0.100
114 H -5.6305 1.3566 4.6163  0.087
115 C -3.4864 -9.2430 -4.6855  -0.101
116 C -2.3472 -8.7426 -4.0723  -0.097
117 C -2.3198 -7.4291 -3.6271  -0.093
118 C -3.4330 -6.6178 -3.7878  -0.090
119 C -4.5731 -7.1194 -4.3984  -0.099
120 C -4.5990 -8.4309 -4.8499  -0.103
121 H -3.5070 -10.2663 -5.0356  0.097
122 H -1.4794 -9.3754 -3.9410  0.098
123 H -1.4292 -7.0354 -3.1552  0.091
124 H -3.4102 -5.5950 -3.4380  0.103
125 H -5.4414 -6.4870 -4.5231  0.099
126 H -5.4869 -8.8201 -5.3301  0.097